Record 1
A cluster of 2 separate species, C9H10F3N5O6S in total at a distorted geometry. Source: OMol25; level of theory: ωB97M-V with the def2-TZVPD basis set.

The value obtained for the gap between HOMO and LUMO is 5.283 eV. Its charge is 0. Its LUMO energy is -0.09202 Eh.

```
34
C9H10F3N5O6S ωB97M-V with the def2-TZVPD basis set
O 2.7784 -2.2886 0.0591
S 2.5982 -0.9216 -0.5354
O 2.7953 0.3473 0.2434
C 3.1532 -0.7455 -2.2904
F 4.4879 -0.7363 -2.3089
F 2.6576 -1.7829 -2.9664
F 2.6437 0.4028 -2.7397
C 0.8422 -0.8781 -0.9424
C 0.2116 0.3291 -1.0750
C -1.1436 0.3085 -1.4088
N -2.1298 1.2520 -1.6270
O -1.9038 2.4866 -1.5795
O -3.3324 0.7173 -1.8897
N -3.1417 -0.5828 -1.8569
C -1.8521 -0.8725 -1.5738
C -1.1773 -2.1136 -1.4282
N -1.8521 -3.3816 -1.5931
O -3.0823 -3.4010 -1.7130
O -1.1654 -4.4095 -1.6119
C 0.1635 -2.0860 -1.1244
H 0.7379 1.2606 -0.9112
H 0.6986 -3.0223 -1.0153
C 0.4831 2.7761 2.5709
N -0.3285 1.5950 2.2588
C -1.4809 1.5046 3.1599
N 0.4707 0.4008 2.2652
H -0.1202 3.6804 2.5109
H 0.8986 2.6912 3.5730
H 1.3033 2.8606 1.8609
H -2.0851 2.4083 3.1049
H -2.1020 0.6547 2.8854
H -1.1431 1.3677 4.1852
H -0.1165 -0.3437 1.9150
H 1.2328 0.5223 1.5987
```

---

Record 2
A structure of composition C59H47CaCl5N2OP2S3. Source: OMol25; level of theory: ωB97M-V with the def2-TZVPD basis set.

The value obtained for the gap between HOMO and LUMO is 6.518 eV. Its charge is 0. As for the relative energy (zero: lowest compared OMol25 entry of this formula, charge and spin): 14.9 kcal/mol. Its LUMO energy is -0.03661 Eh.

```
120
C59H47CaCl5N2OP2S3 ωB97M-V with the def2-TZVPD basis set
Ca -0.2783 1.1452 0.0997
S -1.3139 0.5038 2.9792
C -0.5121 -0.7840 3.6221
N -0.9418 -1.4783 4.6773
C -0.1029 -2.4786 5.3289
C 1.3224 -2.0037 5.2897
N 1.6936 -1.7693 3.8973
C 3.0592 -2.1634 3.5290
C 3.2046 -3.6639 3.4813
C 4.0749 -4.3204 4.3401
C 4.1983 -5.7046 4.2979
C 3.4447 -6.4385 3.3970
C 2.5689 -5.7870 2.5352
C 2.4495 -4.4080 2.5743
C 0.8261 -1.2593 3.0306
S 1.1107 -1.1562 1.4035
C -2.2569 -1.2717 5.2889
C -2.1421 -0.5803 6.6254
C -1.4350 0.6156 6.7352
C -1.3239 1.2492 7.9620
C -1.9197 0.6970 9.0900
C -2.6255 -0.4907 8.9860
C -2.7323 -1.1285 7.7559
H -0.2102 -3.4507 4.8383
H -0.4377 -2.5674 6.3620
H 1.9899 -2.7665 5.6875
H 1.4440 -1.0876 5.8751
H 3.7289 -1.7383 4.2795
H 3.2847 -1.7095 2.5671
H 4.6682 -3.7467 5.0436
H 4.8830 -6.2054 4.9697
H 3.5391 -7.5159 3.3622
H 1.9825 -6.3578 1.8266
H 1.7773 -3.8960 1.8957
H -2.7128 -2.2568 5.4135
H -2.8619 -0.6970 4.5913
H -0.9856 1.0549 5.8520
H -0.7791 2.1811 8.0379
H -1.8342 1.1950 10.0468
H -3.0908 -0.9249 9.8611
H -3.2819 -2.0598 7.6763
Cl -2.8150 -0.9851 0.0484
C -3.1962 0.3244 -1.1001
C -2.3418 1.4050 -1.1256
C -2.6806 2.3837 -2.0431
Cl -1.6257 3.7819 -2.1530
C -3.7655 2.3009 -2.9084
Cl -4.0842 3.5280 -4.0760
C -4.5904 1.1751 -2.8422
Cl -5.9332 1.0168 -3.9093
C -4.3139 0.1728 -1.9172
Cl -5.3282 -1.2226 -1.8153
C -1.1646 -1.9408 -2.8399
P 0.0779 -0.7269 -2.2577
C 1.6646 -1.5990 -2.5415
C 1.9392 -2.6538 -1.6695
C 3.1047 -3.3919 -1.7860
C 4.0258 -3.0766 -2.7764
C 3.7654 -2.0278 -3.6449
C 2.5910 -1.2939 -3.5319
C 0.0905 0.6757 -3.4207
C -0.8988 0.9004 -4.3732
C -0.9122 2.0738 -5.1119
C 0.0580 3.0432 -4.9033
C 1.0291 2.8467 -3.9323
C 1.0365 1.6768 -3.1876
P -0.7279 -3.0963 -4.2109
C -2.2929 -4.0505 -4.3396
C -3.3487 -3.9754 -3.4371
C -4.4799 -4.7694 -3.5987
C -4.5709 -5.6476 -4.6646
C -3.5201 -5.7346 -5.5718
C -2.3932 -4.9501 -5.4046
C -0.9003 -1.9982 -5.6681
C 0.2647 -1.5569 -6.2868
C 0.2072 -0.6603 -7.3474
C -1.0198 -0.2104 -7.8062
C -2.1929 -0.6596 -7.2078
C -2.1317 -1.5473 -6.1466
H -2.0961 -1.3976 -3.0315
H -1.3633 -2.5583 -1.9603
H 1.2296 -2.9041 -0.8870
H 3.2966 -4.2087 -1.1016
H 4.9421 -3.6449 -2.8697
H 4.4768 -1.7767 -4.4214
H 2.4003 -0.4909 -4.2317
H -1.6745 0.1659 -4.5436
H -1.6921 2.2309 -5.8461
H 0.0418 3.9604 -5.4775
H 1.7690 3.6104 -3.7318
H 1.7838 1.5619 -2.4075
H -3.3198 -3.2870 -2.6032
H -5.2935 -4.6877 -2.8889
H -5.4531 -6.2614 -4.7927
H -3.5796 -6.4183 -6.4091
H -1.5800 -5.0291 -6.1184
H 1.2242 -1.9125 -5.9286
H 1.1220 -0.3159 -7.8126
H -1.0671 0.4872 -8.6328
H -3.1540 -0.3141 -7.5671
H -3.0491 -1.8884 -5.6795
C 2.1227 11.6860 3.2707
C 2.0208 10.2058 2.9857
O 1.2380 9.4797 3.5296
S 3.1621 9.6871 1.7065
C 2.6790 8.0085 1.4562
C 2.0040 7.6448 0.2963
C 1.6504 6.3243 0.0809
C 1.9525 5.3399 1.0254
C 2.6236 5.7202 2.1922
C 2.9896 7.0366 2.4016
C 1.5805 3.9726 0.8055
C 1.2774 2.8019 0.6160
H 1.8578 11.8646 4.3102
H 1.4075 12.2049 2.6303
H 3.1171 12.0749 3.0568
H 1.7557 8.4008 -0.4377
H 1.1261 6.0383 -0.8214
H 2.8589 4.9637 2.9287
H 3.5145 7.3189 3.3050
```

---

Record 3
The molecule C5H13NO at a distorted geometry. Source: OMol25; level of theory: ωB97M-V with the def2-TZVPD basis set.

The SMILES is CNCCCCO. The value obtained for the gap between HOMO and LUMO is 9.597 eV. Its charge is 0. As for the relative energy (zero: lowest compared OMol25 entry of this formula, charge and spin): 73.6 kcal/mol. Its LUMO energy is 0.03256 Eh.

```
20
C5H13NO ωB97M-V with the def2-TZVPD basis set
C 0.4665 -2.6322 -1.8474
N -0.2959 -1.4544 -1.4303
C 0.4169 -0.4427 -0.6671
C -0.5291 0.7571 -0.4991
C -0.8278 1.0148 1.0001
C 0.3242 1.7558 1.6342
O 0.1359 1.8601 2.9883
H 0.7766 -3.3778 -1.1188
H -0.1712 -3.0954 -2.6581
H 1.3654 -2.6098 -2.5163
H -1.1805 -1.9385 -0.9994
H 1.3400 -0.1531 -1.2495
H 0.8723 -0.8751 0.3018
H -1.5294 0.6763 -0.9376
H 0.0725 1.7479 -0.8873
H -1.7045 1.7311 1.0270
H -1.3391 0.1602 1.6353
H 0.2624 2.8663 1.3066
H 1.2250 1.2999 1.3932
H 0.3197 2.7095 3.5244
```

---

Record 4
A cluster of 7 separate species, C44H87N7PS2 in total at a distorted geometry. Source: OMol25; level of theory: ωB97M-V with the def2-TZVPD basis set.

The value obtained for the gap between HOMO and LUMO is 4.710 eV. Its charge is -1. Its LUMO energy is 0.05757 Eh.

```
141
C44H87N7PS2 ωB97M-V with the def2-TZVPD basis set
C 1.5404 -8.3411 -0.1055
C 2.0359 -7.1137 0.8621
C 1.1053 -5.7586 0.7895
C 0.1806 -5.6827 -0.5619
C -1.2844 -6.4302 -0.4349
C -2.5639 -5.4061 -0.4003
C -3.2376 -5.1349 -1.9073
C -2.1560 -4.2087 -2.7173
N -2.5768 -3.7847 -4.1055
C -1.8024 -2.4810 -4.3926
C -0.1915 -2.6038 -4.1141
C 0.7475 -1.5814 -4.9853
C 1.4732 -0.4011 -4.0663
C 3.0996 -0.3183 -4.2559
C 3.7783 0.1820 -2.8191
C 3.9154 1.8191 -2.7007
C 4.7858 2.3132 -1.3722
C -4.0441 -3.4345 -4.2024
S -4.9329 -4.2655 -5.4385
S -4.9862 -2.2251 -3.1267
C -6.8012 -2.7866 -2.9218
C -7.7146 -1.5380 -3.4681
C -8.7415 -0.8944 -2.3613
P -7.9725 -0.5721 -0.6398
H 1.5598 -8.0923 -1.2621
H 2.3256 -9.2229 0.0477
H 0.4508 -8.6345 0.2256
H 2.0006 -7.4786 1.9917
H 3.1633 -6.8627 0.6372
H 1.8701 -4.8446 0.7186
H 0.4695 -5.5548 1.7622
H -0.0650 -4.5393 -0.8010
H 0.7058 -6.0929 -1.5397
H -1.2729 -6.9819 0.6238
H -1.4475 -7.2956 -1.2278
H -3.4253 -5.9494 0.2132
H -2.3684 -4.3872 0.1519
H -4.2716 -4.6307 -1.6945
H -3.3765 -6.1866 -2.4148
H -1.1842 -4.8875 -2.8606
H -1.9012 -3.2903 -2.0045
H -1.9396 -2.1633 -5.5105
H -2.1906 -1.5855 -3.7051
H 0.1995 -3.7183 -4.2712
H 0.0133 -2.3590 -2.9702
H 0.1056 -1.1476 -5.8644
H 1.6501 -2.1962 -5.4628
H 1.0354 0.6381 -4.4468
H 1.2045 -0.4922 -2.9224
H 3.4217 0.4941 -5.0539
H 3.6241 -1.3309 -4.5192
H 3.1510 -0.2042 -1.9048
H 4.8771 -0.2494 -2.6697
H 2.8390 2.2701 -2.5931
H 4.4480 2.3141 -3.6302
H 4.5496 3.4650 -1.1862
H 4.5008 1.7091 -0.3983
H 5.9337 2.1814 -1.5746
H -7.0170 -3.8086 -3.4853
H -6.9212 -3.0201 -1.7759
H -7.0490 -0.6787 -3.9393
H -8.3683 -1.9626 -4.3653
H -9.7558 -1.4909 -2.2343
H -9.0593 0.1746 -2.7872
H -9.3293 -0.4169 -0.1274
H -7.9099 0.8675 -0.8948
H -6.6144 -0.6665 -1.1149
H -8.0379 -1.9537 -0.2370
H -7.4309 -0.2778 0.6859
C 6.7316 4.5045 3.0871
C 5.8260 3.5653 3.8774
C 5.0329 2.6107 2.9827
C 4.1408 3.4077 2.0450
N 3.4006 4.0689 1.2672
H 6.1558 5.1602 2.4262
H 7.2989 5.1474 3.7676
H 7.4454 3.9397 2.4765
H 5.1368 4.1650 4.4846
H 6.4397 2.9797 4.5706
H 4.4108 1.9505 3.5962
H 5.7106 1.9856 2.3910
C -1.5627 3.8873 -7.6293
C -1.9833 2.4381 -7.4063
C -1.1860 1.7512 -6.2958
C 0.2905 1.7376 -6.6568
N 1.5153 1.7262 -6.9565
H -0.5196 3.9602 -7.9531
H -2.1775 4.3455 -8.4105
H -1.6814 4.4759 -6.7123
H -1.8638 1.8856 -8.3463
H -3.0483 2.4125 -7.1508
H -1.5338 0.7210 -6.1657
H -1.3195 2.2774 -5.3443
C 3.0512 7.1673 2.6577
C 2.4783 7.2511 4.0690
C 3.2629 8.2029 4.9741
C 4.6992 7.7222 5.1026
N 5.8906 7.3233 5.2092
H 4.0710 6.7694 2.6584
H 2.4429 6.4992 2.0398
H 3.0659 8.1541 2.1810
H 2.4671 6.2456 4.5073
H 1.4377 7.5886 4.0107
H 2.8053 8.2383 5.9684
H 3.2579 9.2177 4.5617
C -5.5367 2.7045 4.6360
C -5.5168 2.9857 3.1369
C -6.7639 2.4676 2.4178
C -6.8664 0.9607 2.5885
N -6.9513 -0.2894 2.7301
H -5.5496 1.6302 4.8457
H -4.6412 3.1168 5.1119
H -6.4147 3.1591 5.1090
H -4.6198 2.5281 2.7022
H -5.4356 4.0667 2.9792
H -6.7080 2.7055 1.3503
H -7.6658 2.9386 2.8239
C 6.2931 -0.8491 5.7117
C 5.9387 -0.4086 7.1284
C 4.4338 -0.2272 7.3362
C 3.9101 0.8422 6.3914
N 3.4757 1.7294 5.6077
H 6.0006 -0.0990 4.9700
H 7.3741 -0.9935 5.6179
H 5.7992 -1.7946 5.4596
H 6.4604 0.5309 7.3485
H 6.3103 -1.1570 7.8368
H 4.2309 0.0750 8.3690
H 3.9032 -1.1667 7.1467
C 0.5373 1.2732 1.6729
C 0.1167 -0.1760 1.8959
C 0.9140 -0.8629 3.0064
C 2.3905 -0.8766 2.6453
N 3.6153 -0.8879 2.3457
H 1.5804 1.3461 1.3490
H -0.0775 1.7314 0.8917
H 0.4186 1.8617 2.5898
H 0.2362 -0.7285 0.9559
H -0.9483 -0.2016 2.1513
H 0.5662 -1.8931 3.1364
H 0.7805 -0.3367 3.9579
```

---

Record 5
The molecule C11H22NOP at a distorted geometry. Source: OMol25; level of theory: ωB97M-V with the def2-TZVPD basis set.

The SMILES is C#CC[C@H](C)[P@H](=O)N(C(C)C)C(C)C. The value obtained for the gap between HOMO and LUMO is 9.310 eV. Its charge is 0. As for the relative energy (zero: lowest compared OMol25 entry of this formula, charge and spin): 105.1 kcal/mol. Its LUMO energy is 0.02878 Eh.

```
36
C11H22NOP ωB97M-V with the def2-TZVPD basis set
C 1.0556 4.5917 0.1895
C 1.3432 3.5686 0.6879
C 1.1876 2.6854 1.8462
C 0.0898 1.6620 1.6938
C 0.1499 0.4959 2.6163
P -0.2990 1.1538 -0.1849
O -1.7075 1.5817 -0.2551
N -0.4616 -0.4765 -0.5171
C -1.6209 -1.1193 -0.6381
C -1.7542 -2.2903 0.3352
C -2.1724 -1.7229 -2.0099
C 0.7113 -1.1531 -0.9631
C 1.9606 -1.1913 0.0115
C 1.1843 -0.7819 -2.3517
H 0.9945 5.3843 -0.4695
H 2.1639 2.1653 1.9591
H 1.0941 3.2511 2.7900
H -0.9569 2.1992 1.8085
H -0.8977 0.3646 2.8355
H 0.7493 0.6778 3.4830
H 0.4590 -0.4256 2.1555
H 0.7360 1.1198 -1.0085
H -2.4418 -0.3891 -0.4489
H -0.8231 -2.7131 0.6802
H -2.2393 -1.9123 1.2035
H -2.4428 -3.0502 -0.0923
H -1.5812 -2.5442 -2.3558
H -2.4170 -0.9446 -2.8395
H -3.0379 -2.2328 -1.7236
H 0.4848 -2.1917 -0.9966
H 1.7460 -0.4891 0.7699
H 2.2690 -2.1335 0.3893
H 2.7681 -0.8384 -0.4868
H 1.9867 -1.4425 -2.5824
H 1.3394 0.2331 -2.5195
H 0.3800 -1.0914 -3.0115
```

---

Record 6
The ion C24H40N7O4S with charge +1 at a distorted geometry. Source: OMol25; level of theory: ωB97M-V with the def2-TZVPD basis set.

The SMILES is CCC[C@@H](C)N1C(NCOO)=[NH+][C@@H](CN)[C@]1(CCCNCc1ccccc1O)CCSc1nnco1. The value obtained for the gap between HOMO and LUMO is 8.662 eV. Its charge is +1. Its LUMO energy is -0.08222 Eh.

```
76
C24H40N7O4S ωB97M-V with the def2-TZVPD basis set
C 2.0381 -4.2353 1.8693
C 2.4330 -3.3615 0.6834
C 1.6564 -2.0454 0.7126
C 2.3636 -0.8829 0.0077
C 3.2809 -1.2795 -1.1535
N 1.4629 0.2682 -0.3511
C 0.2098 0.1271 -0.8066
N -0.2415 -0.7638 -1.6696
C 0.4828 -1.8117 -2.3736
O -0.3917 -2.4897 -3.2114
O -0.8337 -1.5853 -4.2327
N -0.6545 1.0806 -0.3463
C 0.2862 2.2003 0.0644
C -0.3282 3.3340 0.8544
N -1.5482 3.8666 0.2781
C 1.4100 1.3849 0.6552
C 1.1905 0.9058 2.1093
C -0.0824 0.1216 2.5102
C -1.2947 0.9257 2.9469
N -2.4029 0.0391 3.3534
C -3.6738 0.4403 2.7646
C -4.0318 -0.1296 1.4054
C -4.9569 0.6155 0.6674
C -5.4247 0.2325 -0.5898
C -4.9639 -0.9548 -1.1391
C -4.0439 -1.7234 -0.4285
C -3.5741 -1.3235 0.8299
O -2.7036 -2.1387 1.4945
C 2.7174 2.2121 0.6581
C 3.5215 2.1850 -0.6192
S 2.8314 3.2570 -1.9174
C 2.4501 2.0820 -3.1226
N 3.1892 1.1951 -3.6977
N 2.3797 0.5298 -4.6204
C 1.2289 1.1064 -4.5329
O 1.1731 2.0722 -3.5985
H 1.0027 -4.0886 2.1529
H 2.6515 -3.9892 2.7273
H 2.2130 -5.2806 1.6573
H 2.2303 -3.8954 -0.2381
H 3.4945 -3.1609 0.7452
H 0.6684 -2.2217 0.3072
H 1.5511 -1.7837 1.7546
H 3.0331 -0.4575 0.7420
H 2.9537 -2.1596 -1.6818
H 3.3347 -0.4846 -1.8874
H 4.2867 -1.4443 -0.7968
H -1.2353 -0.7215 -1.8706
H 0.8355 -2.5805 -1.6994
H 1.3166 -1.3835 -2.9253
H -0.1164 -1.6345 -4.8826
H -1.2123 1.3894 -1.1394
H 0.5855 2.6267 -0.8875
H -0.4950 3.0928 1.8932
H 0.4003 4.1370 0.8401
H -2.2702 3.1652 0.1843
H -1.3799 4.2924 -0.6221
H 2.0467 0.2993 2.3758
H 1.2729 1.7920 2.7307
H 0.1389 -0.5888 3.2972
H -0.4139 -0.4795 1.6819
H -1.0302 1.6228 3.7383
H -1.6727 1.4872 2.1087
H -2.5143 0.0630 4.3547
H -4.4795 0.1880 3.4449
H -3.7205 1.5245 2.6504
H -5.3266 1.5392 1.0832
H -6.1471 0.8267 -1.1180
H -5.3251 -1.2943 -2.0931
H -3.6956 -2.6529 -0.8527
H -2.5138 -2.8873 0.9233
H 2.5180 3.2274 0.9759
H 3.3585 1.7800 1.4213
H 3.6375 1.1825 -0.9982
H 4.5192 2.5601 -0.4392
H 0.3441 0.9357 -5.1118
```

---

Record 7
A cluster of 2 separate species, C4H8O2 in total at a distorted geometry. Source: OMol25; level of theory: ωB97M-V with the def2-TZVPD basis set.

Its multiplicity is 2. The value obtained for the gap between HOMO and LUMO (spin up / spin down) is 8.803 / 8.430 eV. Its charge is +1. As for the relative energy (zero: lowest compared OMol25 entry of this formula, charge and spin): 17.0 kcal/mol. Its LUMO energy (spin up / spin down) is -0.18847 / -0.25753 Eh.

```
14
C4H8O2 ωB97M-V with the def2-TZVPD basis set
C -1.3672 -2.9074 0.2863
C -0.8077 -1.8941 -0.4877
C -0.1646 -0.8357 0.2724
C 0.2382 0.2968 -0.4041
O 0.0760 1.4292 0.2575
H -2.3494 -3.3754 0.1121
H -0.7492 -3.3350 1.0873
H -1.1483 -1.8325 -1.5334
H -0.2926 -0.8488 1.3477
H 0.7718 0.4768 -1.4191
H 0.3159 2.1545 -0.3642
H 1.1499 3.5548 0.6846
H 2.6033 3.4448 0.2420
O 1.7240 3.6720 -0.0812
```

---

Record 8
The molecule C4H9NO2. Source: OMol25; level of theory: ωB97M-V with the def2-TZVPD basis set.

The SMILES is NC(=O)CCCO. The value obtained for the gap between HOMO and LUMO is 10.227 eV. Its charge is 0. As for the relative energy (zero: lowest compared OMol25 entry of this formula, charge and spin): 13.5 kcal/mol. Its LUMO energy is 0.02439 Eh.

```
16
C4H9NO2 ωB97M-V with the def2-TZVPD basis set
N 1.3638 0.4691 1.3343
C 1.2883 -0.8277 0.9300
O 1.9247 -1.7240 1.4582
C 0.3587 -1.0927 -0.2543
C -1.0513 -0.4822 -0.1199
C -1.2688 0.8087 -0.9035
O -0.3096 1.8236 -0.6054
H 1.9218 0.6710 2.1491
H 0.7783 1.1872 0.9233
H 0.8492 -0.7277 -1.1680
H 0.3099 -2.1801 -0.3404
H -1.7983 -1.2036 -0.4728
H -1.2751 -0.3013 0.9382
H -1.2646 0.6007 -1.9825
H -2.2451 1.2339 -0.6532
H 0.4181 1.7450 -1.2331
```

---

- The lowest charge belongs to which entry?
  C44H87N7PS2